Entry from the OMol25 dataset: the ion C3H10N4 with charge +2 at a distorted geometry (wB97M-V/def2-TZVPD).

- orbital gap (spin up / spin down) (eV) = 6.11 / 6.11

Structure (ORCA input):
```
! RIJCOSX wB97M-V def2-TZVPD def2/J DEFGRID3
* xyz 2 1
C -0.511 0.542 0.173
C -1.840 -0.013 -0.029
C 2.306 0.272 0.278
N 0.916 -0.184 0.079
N -2.725 0.980 -0.196
N -2.175 -1.287 -0.053
N 3.396 0.026 -0.390
H -0.305 1.370 0.745
H 2.164 0.842 1.194
H 0.815 -0.789 0.993
H -2.247 1.839 -0.407
H -3.663 0.695 -0.469
H -1.745 -1.884 0.629
H -3.030 -1.557 -0.548
H 0.954 -0.799 -0.686
H 3.367 -0.263 -1.362
H 4.323 0.211 0.049
*
```


Entry from the OMol25 dataset: a cluster of 2 separate species, C2H4FN3 in total at a distorted geometry (wB97M-V/def2-TZVPD).

- orbital gap (eV) = 11.11

Structure (ORCA input):
```
! RIJCOSX wB97M-V def2-TZVPD def2/J DEFGRID3
* xyz 0 1
C -1.430 -0.187 -0.434
C -0.324 0.510 -0.857
N 0.671 0.273 -0.054
N 0.335 -0.666 0.782
N -0.926 -0.965 0.601
F 3.194 0.849 0.584
H -2.481 -0.334 -0.628
H 2.340 0.890 0.306
H -0.130 1.209 -1.614
H -1.249 -1.579 1.314
*
```